A molecular structure, C31H39BN2O6. Source: the Open Molecules 2025 dataset; level of theory: wB97M-V/def2-TZVPD.

Element x y z (Å)
H 7.3511 4.2043 -0.5206
C 3.0608 1.0233 1.7278
C -0.8478 -2.3091 -6.7615
O -2.8025 2.6659 0.7113
C 1.6994 0.6633 1.6133
C 6.6610 4.1194 0.3429
H 0.7189 3.1244 -0.4894
H -1.4024 -3.8535 1.3423
H 1.2345 -0.0395 -1.2167
H -0.2445 2.3800 2.8054
H -3.3859 -0.4326 -2.8686
H 0.1386 -3.1679 4.0547
H -0.9700 -3.4117 -6.7522
C -2.9068 -1.4372 -4.9581
H 8.0018 1.7414 2.1022
O -3.4903 -1.6813 3.9052
C -0.8372 -2.8019 3.8089
C -2.2957 -3.5247 1.9166
C 5.4430 3.3078 -0.1016
C -1.3063 2.6235 0.8313
C 0.0264 -0.4871 -2.8978
C -4.8870 2.4477 2.0425
C -0.4457 -1.8283 -5.3604
C -1.2910 -0.6655 -3.3779
C -2.1341 0.1902 -1.2648
H -2.9571 0.1949 -0.5570
H -0.9162 3.4965 0.3331
H 4.6790 4.0139 -0.4370
H 0.3748 -1.1050 -5.4819
O -2.0455 -1.7132 -7.2508
N -1.5300 -1.2242 -4.6156
C -1.2031 2.5154 2.3291
H 0.8758 -0.8228 -3.5096
C 2.6931 2.8907 0.2437
H -2.9948 -3.0197 5.4403
C -0.6952 1.3021 0.4874
C -3.4048 2.3685 1.9055
H 2.9974 3.8006 -0.2734
H -3.4671 -0.4825 -4.9098
H -2.6748 1.9477 3.9463
H -3.9913 -1.4809 -6.8011
H -1.1722 0.5373 1.1425
C -2.0282 -3.6847 3.5016
H -4.1733 -3.6513 4.1815
C 7.3342 2.0901 1.3013
H 3.7241 0.4736 2.4113
O 7.3440 3.5215 1.4444
C -1.9380 -5.1298 3.8292
H 6.3731 5.1365 0.6497
H -0.0983 -1.9941 -7.4972
H -2.8823 -5.6041 3.6010
C 3.6014 2.1013 0.9770
H -3.3951 -2.1399 -4.2553
C 1.3664 2.5261 0.1448
H -1.1644 -5.5958 3.2513
H 5.7513 2.6930 -0.9718
C -0.8585 0.6114 -0.8857
H -5.1424 2.2701 3.1084
H -5.2344 3.4503 1.7219
H -1.7438 -5.1936 4.8869
C -2.3629 -0.3115 -2.5357
C 0.2229 0.0618 -1.6288
H -3.2877 -3.0970 -6.2926
B -2.5037 -1.7058 2.9919
H -5.4128 1.7010 1.4107
H 5.8778 0.5308 0.9543
N 4.9500 2.4399 0.9573
H 1.3531 -0.2280 2.1472
C -2.4275 2.1454 2.8917
C -3.2292 -3.0912 4.3494
C 5.9334 1.5049 1.4770
C 0.8268 1.4219 0.7956
O -1.0284 -1.5503 3.5495
C -3.1253 -1.9978 -6.3639
H 5.7553 1.3387 2.5471
H -3.1866 -4.0977 1.5896
H 7.7245 1.7917 0.3042
H -0.0215 -2.7034 -4.8349
O -2.5498 -2.1039 1.6637

Values from the calculation:
lowest unoccupied orbital energy	-1.2	eV
strongest force on any atom	4.0	eV Å⁻¹
gap between HOMO and LUMO	2.59	eV
E_HOMO	-3.806	eV
energy	-1790.19242	Ha
relative energy (zero: lowest compared OMol25 entry of this formula, charge and spin)	1100.6	kJ/mol


2 unconnected molecules or ions with the total composition C2H5N3. Source: the Open Molecules 2025 dataset; level of theory: wB97M-V/def2-TZVPD.

Element x y z (Å)
C -0.2767 -0.3365 -0.0976
H 0.7414 -1.4983 1.3599
H -0.0207 0.1579 1.6605
N 1.4282 1.6287 -0.6765
N 2.2234 2.3504 -0.6454
H -0.8902 -1.1916 1.8206
H -0.4964 0.3549 -2.0240
C -0.0662 -0.7558 1.1896
N -0.7620 -0.2317 -1.2505
H -1.8808 -0.4780 -1.3365

Values from the calculation:
charge	+2
lowest unoccupied orbital energy	-14.6	eV
strongest force on any atom	3.7	eV Å⁻¹
gap between HOMO and LUMO	8.74	eV
E_HOMO	-23.330	eV
energy	-242.58731	Ha
relative energy (zero: lowest compared OMol25 entry of this formula, charge and spin)	275.5	kJ/mol